[1]
DFT (ωB97M-V/def2-TZVPD) results for the molecule C18H22N2O4.

Each line ends with the natural charge from an NBO analysis.
Atoms and positions in Å:
C: -4.442 -3.564 0.722  -0.621
C: -3.305 -2.707 0.202  -0.081
O: -3.825 -1.416 -0.134  -0.505
C: -2.997 -0.583 -0.746  0.835
O: -1.905 -0.896 -1.157  -0.647
C: -3.609 0.807 -0.814  -0.324
C: -3.056 1.669 -1.954  -0.397
C: -1.580 2.013 -1.746  -0.423
C: -1.344 2.579 -0.344  -0.221
N: -1.873 1.672 0.653  -0.432
C: -1.166 0.628 1.165  0.672
O: -1.706 -0.282 1.773  -0.628
C: 0.299 0.632 0.941  0.058
C: 1.302 1.456 1.371  -0.276
C: 2.523 0.904 0.895  -0.133
C: 3.862 1.271 0.995  -0.166
C: 4.822 0.494 0.384  -0.322
C: 4.474 -0.659 -0.337  0.301
O: 5.377 -1.470 -0.969  -0.498
C: 6.744 -1.155 -0.888  -0.250
C: 3.147 -1.048 -0.452  -0.304
C: 2.185 -0.266 0.168  0.228
N: 0.834 -0.412 0.229  -0.526
C: -3.302 1.491 0.536  -0.217
H: -4.062 -4.544 0.997  0.217
H: -5.208 -3.680 -0.040  0.210
H: -4.886 -3.098 1.597  0.215
H: -2.532 -2.562 0.964  0.208
H: -2.844 -3.147 -0.690  0.188
H: -4.691 0.687 -0.911  0.238
H: -3.643 2.590 -1.998  0.203
H: -3.177 1.145 -2.904  0.219
H: -0.982 1.110 -1.867  0.233
H: -1.261 2.741 -2.493  0.212
H: -1.862 3.537 -0.227  0.191
H: -0.280 2.732 -0.169  0.235
H: 1.190 2.336 1.975  0.225
H: 4.149 2.155 1.546  0.212
H: 5.856 0.786 0.467  0.216
H: 7.259 -1.934 -1.449  0.198
H: 7.101 -1.162 0.148  0.174
H: 6.963 -0.182 -1.341  0.173
H: 2.896 -1.937 -1.007  0.222
H: 0.274 -1.116 -0.227  0.437
H: -3.791 2.467 0.579  0.204
H: -3.643 0.869 1.366  0.251

The value obtained for the HOMO energy is -7.483 eV. The spin multiplicity is 1. The calculation puts the molecular weight at 330.384 g/mol. Its SMILES is CCOC(=O)[C@@H]1CCCN(C(=O)c2cc3ccc(OC)cc3[nH]2)C1.

[2]
DFT (ωB97M-V/def2-TZVPD) results for C4H6O3Pr as an isolated structure at a distorted geometry.

Each line ends with the natural charge from an NBO analysis.
Atoms and positions in Å:
O: 0.594 1.114 -0.485  -0.504
C: -0.505 1.386 0.224  0.867
O: -0.655 2.514 0.670  -0.546
C: 0.564 -0.084 -1.368  -0.499
H: 0.660 0.344 -2.381  0.157
C: 1.816 -0.895 -1.085  -0.648
H: 2.746 -0.298 -1.133  0.207
H: 1.785 -1.379 -0.095  0.199
H: 1.886 -1.707 -1.827  0.198
Pr: -1.717 -1.111 -0.926  1.482
O: -1.063 0.038 1.093  -0.739
C: -1.968 -0.186 2.102  -0.482
H: -2.728 0.614 2.165  0.155
H: -1.416 -0.349 3.045  0.155

The value obtained for the HOMO energy (spin up / spin down) is -6.017 / -6.150 eV. The expectation value of S² is 3.756. The spin multiplicity is 4. The calculation puts the molecular weight at 242.997 g/mol.

[3]
DFT (ωB97M-V/def2-TZVPD) results for the molecule C17H23BrN2O3S at a distorted geometry.

Each line ends with the natural charge from an NBO analysis.
Atoms and positions in Å:
C: -3.080 2.913 0.113  -0.619
C: -2.413 2.794 -1.168  -0.408
C: -0.753 3.037 -0.694  0.705
O: -0.053 4.119 -0.856  -0.644
N: -0.262 1.937 -0.019  -0.497
C: 0.804 2.485 1.156  -0.159
C: 0.082 1.877 2.345  -0.491
C: -0.566 0.651 1.957  0.001
C: -1.381 -0.234 2.701  -0.209
C: -1.835 -1.330 1.801  -0.038
Br: -2.428 -2.703 2.917  0.060
C: -1.733 -1.412 0.479  -0.321
C: -1.370 -0.277 -0.092  -0.230
S: -0.814 -0.619 -1.813  2.305
O: -1.963 -1.883 -2.474  -0.985
O: -0.974 0.447 -2.625  -0.942
N: 0.420 -1.149 -1.648  -0.905
C: 0.818 -2.828 -1.750  -0.060
C: 1.047 -3.082 -0.206  -0.430
C: 2.157 -2.690 0.312  -0.405
C: 2.406 -1.115 0.397  -0.344
C: 2.956 -0.805 -1.036  -0.426
C: 1.843 -0.311 -1.753  -0.169
C: -0.811 0.791 0.454  0.128
H: -3.026 3.809 0.567  0.209
H: -4.179 2.690 -0.266  0.211
H: -3.025 2.150 0.823  0.215
H: -2.428 1.668 -1.482  0.245
H: -2.457 3.495 -1.803  0.208
H: 1.720 1.794 0.877  0.182
H: 0.984 3.504 1.088  0.249
H: -0.359 2.729 2.959  0.259
H: 0.888 1.688 3.262  0.225
H: -1.145 -0.350 3.667  0.221
H: -2.216 -2.198 0.021  0.284
H: 1.577 -2.805 -2.249  0.141
H: -0.109 -3.142 -2.245  0.286
H: 0.972 -4.261 -0.172  0.222
H: 0.135 -2.947 0.279  0.238
H: 2.291 -3.093 1.453  0.213
H: 3.024 -3.067 -0.072  0.206
H: 1.776 -0.606 0.759  0.174
H: 3.253 -0.824 1.072  0.202
H: 3.356 -1.430 -1.568  0.195
H: 3.434 0.309 -0.696  0.249
H: 2.018 -0.383 -2.981  0.210
H: 1.419 0.658 -1.788  0.239

The value obtained for the HOMO energy is -8.407 eV. The spin multiplicity is 1. The calculation puts the molecular weight at 415.353 g/mol. Its SMILES is CCC(=O)N1CCc2cc(Br)cc(S(=O)(=O)N3CCCCCC3)c21.

[4]
DFT (ωB97M-V/def2-TZVPD) results for a 2-piece molecular cluster, C3H11NOS overall at a distorted geometry.

Each line ends with the natural charge from an NBO analysis.
Atoms and positions in Å:
C: 0.729 -1.427 -1.486  -0.617
C: 0.263 -0.161 -0.758  -0.065
C: -1.206 -0.116 -0.349  -0.558
S: -2.120 1.491 -0.432  0.710
N: 0.951 0.155 0.457  -0.862
H: 0.426 -1.497 -2.531  0.242
H: 1.816 -1.190 -1.500  0.239
H: 0.509 -2.311 -0.921  0.226
H: 0.331 0.677 -1.496  0.201
H: -1.310 -0.669 0.592  0.292
H: -1.901 -0.662 -1.089  0.266
H: -1.070 2.288 -0.206  0.158
H: 1.737 0.677 0.178  0.392
H: 1.251 -0.643 1.020  0.393
H: -0.541 0.997 3.521  0.473
H: 0.224 0.871 2.137  0.476
O: -0.090 1.517 2.863  -0.965

The value obtained for the HOMO energy (spin up / spin down) is -14.459 / -14.401 eV. The expectation value of S² is 0.753. The spin multiplicity is 2. The calculation puts the molecular weight at 109.194 g/mol. As for the total charge: +1.

[5]
DFT (ωB97M-V/def2-TZVPD) results for a 2-piece molecular cluster, C26H27Cl2FN3 overall at a distorted geometry.

Each line ends with the natural charge from an NBO analysis.
Atoms and positions in Å:
C: 0.386 -5.368 -3.781  -0.628
C: 0.713 -4.396 -2.696  -0.018
C: 0.793 -3.030 -2.986  -0.174
C: 1.068 -2.089 -1.989  -0.028
C: 1.148 -0.651 -2.376  -0.642
C: 1.306 -2.563 -0.682  0.191
N: 1.621 -1.638 0.333  -0.441
C: 0.918 -0.479 0.529  0.122
N: 1.531 0.094 1.609  -0.446
C: 1.125 1.328 2.150  0.191
C: -0.244 1.524 2.397  -0.024
C: -1.233 0.442 2.123  -0.657
C: -0.641 2.747 2.949  -0.187
C: 0.293 3.752 3.218  -0.022
C: -0.164 5.057 3.779  -0.627
C: 1.641 3.523 2.956  -0.212
C: 2.086 2.319 2.408  -0.015
C: 3.529 2.149 2.063  -0.637
C: 2.598 -0.696 2.066  -0.085
C: 2.644 -1.772 1.288  -0.071
C: 1.232 -3.932 -0.365  -0.020
C: 1.389 -4.445 1.029  -0.635
C: 0.941 -4.830 -1.394  -0.212
H: 0.324 -6.374 -3.356  0.219
H: -0.573 -5.114 -4.248  0.216
H: 1.160 -5.353 -4.558  0.225
H: 0.651 -2.689 -4.009  0.196
H: 1.409 -0.006 -1.525  0.248
H: 1.907 -0.523 -3.168  0.220
H: 0.183 -0.303 -2.778  0.199
H: -2.241 0.802 2.381  0.200
H: -1.213 0.163 1.056  0.252
H: -1.035 -0.462 2.725  0.232
H: -1.690 2.905 3.187  0.194
H: 0.695 5.726 3.876  0.221
H: -0.908 5.519 3.118  0.211
H: -0.621 4.916 4.767  0.226
H: 2.369 4.306 3.171  0.211
H: 4.020 3.123 2.194  0.224
H: 4.031 1.436 2.731  0.220
H: 3.684 1.830 1.023  0.230
H: 3.193 -0.410 2.907  0.231
H: 3.299 -2.617 1.298  0.230
H: 1.112 -5.508 1.026  0.224
H: 2.428 -4.386 1.377  0.216
H: 0.741 -3.932 1.752  0.228
H: 0.883 -5.897 -1.164  0.210
Cl: -2.850 3.436 0.096  0.198
C: -3.551 2.770 -1.302  0.177
N: -3.049 1.618 -1.792  0.062
F: -1.877 1.019 -1.150  -0.096
C: -3.587 1.010 -2.871  0.177
Cl: -2.908 -0.454 -3.401  0.194
C: -4.680 1.587 -3.515  -0.241
C: -5.215 2.791 -3.062  -0.067
C: -4.630 3.384 -1.939  -0.238
H: -5.090 1.063 -4.374  0.279
H: -6.063 3.260 -3.567  0.270
H: -4.989 4.320 -1.533  0.278

The value obtained for the HOMO energy is -10.270 eV. The spin multiplicity is 1. The calculation puts the molecular weight at 471.427 g/mol. As for the total charge: +1.